{"formula": "C16H32Br4O3", "method": "ωB97M-V/def2-TZVPD", "spin_multiplicity": 2, "molar_mass_da": 592.045, "homo_lumo_gap_ev": [8.05, 1.77], "s2": 0.754, "charge": 1, "symbols": ["C", "C", "C", "O", "C", "H", "H", "H", "H", "H", "H", "H", "H", "C", "C", "C", "O", "C", "H", "H", "H", "H", "H", "H", "H", "H", "C", "C", "C", "O", "C", "H", "H", "H", "H", "H", "H", "H", "H", "Br", "C", "C", "Br", "H", "H", "H", "H", "Br", "C", "C", "Br", "H", "H", "H", "H"], "positions_angstrom": [[21.795, 17.199, 1.030], [20.586, 16.351, 1.194], [21.070, 15.299, 2.259], [22.476, 15.223, 2.159], [22.920, 16.154, 1.224], [21.869, 17.979, 1.788], [21.937, 17.592, 0.024], [20.242, 15.944, 0.242], [19.788, 16.955, 1.625], [20.529, 14.402, 1.957], [20.836, 15.700, 3.245], [23.219, 15.745, 0.258], [23.831, 16.595, 1.627], [19.866, 10.479, 4.112], [20.845, 9.475, 3.629], [22.071, 10.249, 3.212], [21.798, 11.600, 3.303], [20.405, 11.718, 3.335], [19.902, 10.660, 5.186], [18.884, 10.279, 3.684], [20.571, 8.988, 2.693], [21.122, 8.792, 4.432], [22.369, 9.907, 2.221], [22.815, 10.141, 4.001], [20.011, 11.748, 2.319], [20.173, 12.586, 3.951], [19.370, 13.216, 11.394], [20.610, 13.415, 10.699], [21.371, 14.089, 11.805], [20.529, 15.026, 12.408], [19.230, 14.541, 12.231], [19.289, 12.271, 11.931], [18.499, 13.090, 10.751], [20.388, 13.937, 9.768], [20.950, 12.411, 10.446], [22.338, 14.428, 11.432], [21.689, 13.487, 12.656], [18.697, 15.315, 11.678], [18.653, 14.237, 13.104], [22.294, 11.726, 7.885], [22.262, 12.960, 6.412], [22.144, 14.344, 6.991], [22.337, 15.776, 5.603], [21.395, 12.749, 5.786], [23.190, 12.942, 5.839], [22.730, 14.545, 7.888], [21.182, 14.480, 7.486], [24.673, 14.226, 9.853], [25.806, 13.461, 8.376], [27.313, 13.645, 8.697], [28.515, 13.873, 7.113], [25.485, 14.020, 7.497], [25.583, 12.431, 8.096], [27.827, 12.890, 9.292], [27.395, 14.510, 9.354]]}